Record 1
Density functional theory data (ωB97M-V/def2-TZVPD) for C27H46Cl3MnO2P as an isolated structure in a non-equilibrium geometry.

The geometry in ORCA input format:
```
! RIJCOSX wB97M-V def2-TZVPD def2/J DEFGRID3
* xyz -1 5
Mn 1.197 1.119 3.357
Cl 1.699 -1.025 3.919
Cl -1.453 1.658 4.092
Cl 1.160 2.753 5.169
P -0.143 0.218 -0.301
O 0.680 2.717 2.220
O -0.606 4.600 2.296
C 1.771 0.534 -0.449
C -0.710 4.446 -1.061
C -0.707 -3.009 -2.661
C -0.976 -1.221 0.865
C -2.334 -2.741 2.463
C 3.838 1.092 -1.844
C -1.556 -2.752 3.765
C -2.224 4.465 -1.293
C 0.321 -4.068 2.655
C -0.430 3.174 4.243
C 4.062 -0.221 0.337
C -2.922 3.377 -0.470
C 2.341 0.727 -1.869
C 2.567 -0.568 0.254
C -1.414 -0.989 -4.100
C 4.684 0.111 -1.025
C -1.397 -2.628 1.214
C -0.816 1.998 -0.421
C 0.029 -2.042 -1.744
C -0.686 -0.049 -3.124
C -0.107 3.048 -1.304
C -0.623 -3.969 3.867
C -0.853 -2.417 -4.070
C -0.305 -3.715 1.355
C -0.110 3.593 2.799
C -2.317 1.986 -0.698
C -0.696 -0.700 -1.747
H -1.918 -2.628 0.271
H -1.176 0.933 -3.103
H -2.478 -1.008 -3.823
H 1.079 -1.929 -2.050
H -0.222 2.793 -2.369
H -3.048 -1.902 2.422
H -1.527 -0.514 1.515
H -0.169 -3.964 -2.697
H -1.217 -4.888 3.928
H -0.947 3.944 4.813
H 0.135 -2.410 -4.546
H -3.991 3.360 -0.703
H 4.597 -1.060 0.791
H -0.937 -1.847 3.826
H -0.507 4.722 -0.013
H 2.449 -1.504 -0.319
H 3.956 2.104 -1.433
H 2.178 -0.763 1.268
H 1.914 1.489 0.096
H -2.812 3.634 0.593
H 0.748 -5.092 2.585
H 4.214 1.129 -2.874
H 4.194 0.636 1.009
H -0.007 -1.174 1.396
H -0.216 5.187 -1.706
H -1.703 -3.212 -2.238
H 0.347 0.117 -3.458
H -0.669 2.363 0.611
H -2.817 1.258 -0.044
H 4.808 -0.818 -1.598
H 0.970 3.093 -1.091
H -0.031 -3.912 4.781
H -2.424 4.312 -2.363
H -1.491 -3.069 -4.671
H -1.347 -0.572 -5.114
H -2.498 1.671 -1.736
H -2.623 5.453 -1.029
H 2.231 -0.216 -2.428
H -2.232 -2.752 4.627
H -2.929 -3.681 2.385
H 1.187 -3.401 2.853
H 1.794 1.498 -2.435
H 5.689 0.525 -0.883
H 0.181 -4.071 0.472
H 0.052 -2.454 -0.730
H -1.749 -0.883 -1.479
*
```

Calculated values
HOMO-LUMO gap (alpha / beta) in eV: 4.24 / 4.09
E_HOMO (alpha / beta) in eV: -1.66 / -1.49
Expectation value of S²: 6.2647

---

Record 2
Density functional theory data (ωB97M-V/def2-TZVPD) for an isolated ion of composition C5H11O and charge -1 in a non-equilibrium geometry.

The geometry in ORCA input format:
```
! RIJCOSX wB97M-V def2-TZVPD def2/J DEFGRID3
* xyz -1 1
O -0.818 -0.832 1.804
C -0.904 -0.172 -0.411
C -1.549 -0.101 0.960
C 0.622 0.269 -0.281
C 1.431 -0.900 -0.939
C 1.061 1.600 -0.883
H -1.601 1.120 1.255
H -1.350 0.586 -1.120
H 0.917 0.234 0.796
H 2.496 -0.636 -0.917
H 0.238 1.688 -1.601
H -2.636 -0.292 1.055
H -0.998 -1.176 -0.847
H 0.980 2.281 0.008
H 1.021 -1.007 -1.983
H 1.402 -1.984 -0.625
H 2.117 1.662 -1.122
*
```

Calculated values
HOMO-LUMO gap in eV: 6.22
E_HOMO in eV: -2.13
Energy relative to the best compared isomer or geometry (same formula, charge and spin) in kcal/mol: 28.9
SMILES: CC(C)CC[O-]

---

Record 3
Density functional theory data (ωB97M-V/def2-TZVPD) for one molecule with the formula C5H7NO in a non-equilibrium geometry.

The geometry in ORCA input format:
```
! RIJCOSX wB97M-V def2-TZVPD def2/J DEFGRID3
* xyz 0 1
O -1.891 1.389 -1.163
N -1.405 -0.888 -0.984
C -0.652 -1.670 -0.118
C 0.364 -1.001 0.423
C 0.407 0.391 -0.100
C -1.200 0.513 -0.713
C 1.323 1.339 0.744
H 2.383 1.335 0.408
H -2.257 -1.306 -1.349
H 0.973 2.364 0.654
H -1.024 -2.638 0.182
H 1.373 1.081 1.816
H 0.765 0.423 -1.139
H 0.839 -1.331 1.338
*
```

Calculated values
HOMO-LUMO gap in eV: 9.48
E_HOMO in eV: -8.56
Energy relative to the best compared isomer or geometry (same formula, charge and spin) in kcal/mol: 30.1
SMILES: C[C@H]1C=CNC1=O

---

Number 1: E -111014.84087 eV. Number 2: E -7409.14733 eV. Number 3: E -8834.89785 eV.